1.
The following is a DFT calculation (ωB97M-V/def2-TZVPD) of a structure of composition C27H27N2OPPdS.

Geometry as ORCA input:
```
! wB97M-V def2-TZVPD RIJCOSX def2/J DEFGRID3
* xyz 2 5
Pd 1.640 -0.450 -0.164
N 0.426 -2.313 -0.033
C -1.004 -2.104 -0.142
C -1.835 -3.131 -0.556
C -3.202 -2.910 -0.666
C -3.738 -1.667 -0.362
C -2.904 -0.637 0.045
C -1.531 -0.846 0.156
P -0.409 0.494 0.614
C -0.295 0.585 2.402
C -1.082 -0.216 3.225
C -0.919 -0.156 4.603
C 0.025 0.697 5.155
C 0.815 1.495 4.335
C 0.664 1.435 2.961
C -1.084 2.014 -0.052
C -1.345 2.081 -1.424
C -1.864 3.240 -1.971
C -2.117 4.338 -1.156
C -1.860 4.274 0.205
C -1.342 3.116 0.764
H 0.725 -3.070 -0.641
H 0.685 -2.574 0.919
H -1.422 -4.107 -0.784
H -3.849 -3.714 -0.989
H -4.803 -1.497 -0.448
H -3.317 0.340 0.264
H -1.829 -0.876 2.800
H -1.539 -0.769 5.243
H 0.141 0.749 6.230
H 1.542 2.169 4.770
H 1.278 2.061 2.321
H -1.160 1.221 -2.060
H -2.075 3.290 -3.030
H -2.521 5.245 -1.586
H -2.070 5.126 0.838
H -1.160 3.067 1.829
N 3.497 -1.500 3.713
C 3.232 -1.076 2.484
O 2.208 -1.433 1.878
C 4.211 -0.108 1.848
C 4.087 -0.084 0.366
H 2.847 -2.113 4.180
H 4.343 -1.240 4.193
H 5.232 -0.379 2.141
H 4.023 0.880 2.276
H 4.273 -1.001 -0.185
H 4.240 0.849 -0.161
S 1.759 0.493 -2.399
C 0.858 -0.224 -3.652
C 1.203 0.128 -4.981
C 0.510 -0.416 -6.038
C -0.541 -1.300 -5.798
C -0.905 -1.641 -4.490
C -0.216 -1.114 -3.427
H 2.019 0.818 -5.147
H 0.779 -0.156 -7.052
H -1.085 -1.724 -6.632
H -1.734 -2.316 -4.322
H -0.503 -1.346 -2.411
*
```

Calculated values
Expectation value of S²: 6.038
HOMO-LUMO gap (spin up / spin down) (eV): 8.65 / 6.32
F_max (eV Å⁻¹): 0.25
Energy relative to the best compared isomer or geometry (same formula, charge and spin) (kJ/mol): 0.0

=====

2.
The following is a DFT calculation (ωB97M-V/def2-TZVPD) of a structure of composition C27H27N5OOsS3 in a non-equilibrium geometry.

Geometry as ORCA input:
```
! wB97M-V def2-TZVPD RIJCOSX def2/J DEFGRID3
* xyz 2 5
Os 0.817 0.058 -0.337
S -1.097 -1.783 -0.071
C -2.041 -0.624 0.854
N -3.094 -0.992 1.567
N -3.530 -2.197 1.490
C -4.471 -2.746 2.322
C -5.031 -2.018 3.384
C -5.893 -2.649 4.254
C -6.218 -3.990 4.071
C -5.686 -4.706 3.004
C -4.821 -4.092 2.125
N -1.774 0.678 0.877
N -0.755 1.203 0.314
C -0.720 2.594 0.316
C 0.456 3.270 -0.047
C 0.492 4.649 -0.010
C -0.640 5.367 0.361
C -1.809 4.701 0.710
C -1.854 3.325 0.699
H -3.108 -2.828 0.788
H -4.773 -0.977 3.500
H -6.325 -2.104 5.078
H -6.895 -4.478 4.754
H -5.955 -5.740 2.862
H -4.412 -4.638 1.288
H 1.335 2.700 -0.354
H 1.398 5.173 -0.275
H -0.616 6.445 0.378
H -2.692 5.254 0.985
H -2.747 2.786 0.973
C 3.043 0.710 3.145
C 1.678 0.161 2.898
C 0.845 -0.130 4.100
O 1.256 -0.032 1.764
H 3.058 1.294 4.060
H 3.400 1.299 2.301
H 3.722 -0.133 3.295
H 1.451 -0.263 4.991
H 0.197 -0.991 3.942
H 0.203 0.741 4.252
C 0.564 0.362 -2.243
C 0.373 0.337 -3.461
C 0.255 0.209 -4.847
C -0.945 0.472 -5.533
C -1.015 0.251 -6.892
C 0.090 -0.226 -7.589
C 1.285 -0.468 -6.920
C 1.376 -0.252 -5.565
H -1.801 0.845 -4.991
H -1.935 0.437 -7.423
H 0.020 -0.412 -8.649
H 2.139 -0.838 -7.465
H 2.297 -0.434 -5.033
S 2.606 -1.601 -0.637
C 4.069 -0.795 -0.491
N 5.222 -1.442 -0.395
C 6.448 -0.677 -0.444
C 6.088 0.773 -0.124
S 4.283 0.928 -0.426
H 5.252 -2.449 -0.482
H 6.893 -0.764 -1.442
H 7.161 -1.071 0.284
H 6.608 1.489 -0.756
H 6.272 1.028 0.919
*
```

Calculated values
Expectation value of S²: 6.138
HOMO-LUMO gap (spin up / spin down) (eV): 6.05 / 5.11
F_max (eV Å⁻¹): 3.84